21
Properties=species:S:1:pos:R:3:forces:R:3 method="wB97M-V/def2-TZVPD" gap_ev=9.02 de_lowest_kj_mol=342.0 max_force_ev_per_a=2.60 energy_ha=-403.4463 e_lumo_ev=0.69 smiles="C[C@H](O)[C@@H](N)O.C=C"
C -0.459 2.112 0.079 0.1 -0.1 -0.2
C 0.456 0.912 -0.033 -0.5 -0.9 2.3
O 1.789 1.306 -0.071 0.3 0.1 -0.3
C 0.083 -0.169 -0.998 -0.4 -1.6 0.6
N -1.075 0.105 -1.784 0.0 0.0 -0.1
O 1.251 -0.556 -1.742 0.0 0.1 -0.1
H -0.375 2.737 -0.812 0.0 0.1 -0.1
H -1.492 1.794 0.186 0.0 0.0 0.1
H -0.162 2.712 0.937 0.0 0.0 0.0
H 0.284 0.256 1.072 0.4 1.6 -2.0
H 2.241 0.715 -0.693 0.0 0.1 0.1
H -0.197 -1.093 -0.311 0.3 1.2 -1.2
H -1.413 -0.719 -2.266 0.0 0.1 0.0
H -0.910 0.841 -2.461 0.0 0.0 0.0
H 1.165 -1.482 -1.994 0.0 0.1 0.1
C -0.349 -2.012 1.287 0.2 0.4 1.7
C -0.002 -0.949 2.089 -0.6 -2.2 0.4
H 0.366 -2.800 1.086 0.2 0.2 -0.3
H -1.386 -2.293 1.164 -0.1 0.2 -0.3
H -0.773 -0.462 2.676 -0.1 0.4 -0.4
H 0.958 -0.956 2.591 0.3 0.3 -0.4

72
Properties=species:S:1:pos:R:3:forces:R:3 method="wB97M-V/def2-TZVPD" charge=+1 gap_ev=9.60 max_force_ev_per_a=3.35 energy_ha=-10871.4210 e_lumo_ev=-3.10
C -1.568 -3.481 -3.616 -0.7 0.4 -0.1
C -0.601 -2.533 -4.333 -0.6 -1.1 -0.1
Cl 0.795 -3.510 -5.004 0.2 0.5 0.3
C -0.140 -1.220 -3.714 -0.2 0.1 -1.0
N 0.099 -1.044 -2.235 0.6 1.3 -0.8
C 0.886 0.264 -2.077 0.7 0.3 0.3
C 1.642 0.493 -0.941 -0.4 -0.7 0.5
C 2.362 1.660 -0.838 0.7 0.5 0.5
N 2.403 2.615 -1.754 -0.3 -0.8 0.1
C 1.645 2.397 -2.812 0.1 0.6 -0.7
C 0.884 1.271 -3.021 -0.8 -0.9 -0.6
P 1.460 -2.284 -1.566 1.7 -1.2 2.7
N 0.982 -3.864 -1.881 0.7 0.3 -0.1
O 2.717 -2.012 -2.539 -1.6 -0.2 -0.7
C -1.122 -0.852 -1.383 -1.7 1.3 -0.7
F -2.203 -1.098 -2.140 0.3 -1.1 0.0
F -1.303 0.455 -1.089 0.8 -0.1 0.3
C -1.256 -1.584 -0.039 0.0 -1.6 0.9
F -0.235 -1.394 0.817 0.1 0.7 -0.3
F -1.261 -2.922 -0.264 -0.1 0.2 -0.7
C -2.559 -1.314 0.787 -1.1 -1.0 0.4
F -3.675 -1.521 0.070 0.4 0.6 -0.7
F -2.601 -2.324 1.682 0.8 0.4 0.3
C -2.741 0.026 1.553 -0.8 0.7 0.0
F -3.678 -0.188 2.491 0.3 -0.4 0.2
F -3.305 0.941 0.722 1.2 -0.4 0.2
C -1.573 0.753 2.270 -0.1 1.6 0.5
F -0.580 1.145 1.442 0.1 -0.9 -0.3
F -2.120 1.931 2.656 -0.3 -0.2 0.1
C -1.022 0.124 3.592 0.1 0.0 0.6
F -1.733 0.628 4.613 0.0 0.1 -0.1
F -1.174 -1.215 3.664 0.2 1.2 -1.3
C 0.472 0.440 3.913 0.0 -0.9 0.9
F 0.758 -0.314 4.999 -0.2 0.2 0.1
F 1.304 -0.008 2.959 -0.3 0.5 -0.5
C 0.801 1.899 4.345 1.8 0.2 -0.1
F 0.417 2.819 3.468 -0.4 -0.2 0.2
F 0.379 2.167 5.564 -0.6 0.0 -0.3
F 2.159 1.956 4.398 -1.2 -0.3 0.1
H -1.472 -3.556 -2.536 0.3 -0.1 -0.2
H -1.519 -4.472 -4.065 0.2 0.0 0.1
H -2.589 -3.134 -3.815 0.1 0.1 0.1
H -1.114 -2.260 -5.255 0.2 0.2 0.1
H -0.800 -0.434 -4.084 -0.2 -0.1 0.4
H 0.818 -0.998 -4.189 0.0 0.1 0.3
H 1.696 -0.182 -0.100 -0.1 0.0 -0.1
H 2.959 1.810 0.059 0.0 0.1 -0.1
H 1.628 3.153 -3.594 0.1 0.1 0.2
H 0.298 1.207 -3.927 0.1 0.2 0.0
H 0.750 -4.315 -0.998 -0.4 0.2 0.0
H 1.771 -4.394 -2.252 -0.3 0.0 -0.5
H 2.537 -2.283 -3.462 0.5 -0.1 -0.1
C -1.466 -4.908 5.456 0.0 0.0 0.1
Cl -2.988 -5.656 4.955 0.1 0.0 0.0
Cl -1.439 -4.742 7.213 0.0 0.0 -0.1
Cl -0.112 -5.922 4.937 0.0 0.0 0.0
Cl -1.323 -3.308 4.710 -0.1 -1.1 0.6
C 3.537 6.794 -2.134 0.1 0.0 -0.1
Cl 3.266 5.044 -2.025 0.1 0.7 0.1
Cl 3.440 7.501 -0.517 0.0 0.0 0.0
Cl 5.135 7.107 -2.821 -0.1 0.0 0.0
Cl 2.297 7.517 -3.169 0.0 0.0 0.0
C -6.233 1.199 -2.266 -0.1 0.0 0.0
Cl -5.551 2.006 -3.687 0.0 0.0 0.0
Cl -7.477 2.221 -1.548 0.1 0.0 0.0
Cl -6.942 -0.347 -2.751 0.0 0.0 0.0
Cl -4.949 0.911 -1.081 -0.7 0.2 -0.7
C 6.097 3.096 3.770 0.1 0.0 0.0
Cl 6.105 4.780 3.232 0.0 -0.1 0.0
Cl 7.042 2.112 2.641 0.0 0.0 0.0
Cl 6.809 2.988 5.382 0.0 0.0 -0.1
Cl 4.431 2.503 3.822 0.9 0.3 -0.2

17
Properties=species:S:1:pos:R:3:forces:R:3 method="wB97M-V/def2-TZVPD" gap_ev="6.25 / 6.28" max_force_ev_per_a=5.74 energy_ha=-1397.7947 e_lumo_ev="0.66 / -2.61" multiplicity=3 s_squared=2.02
C 3.258 -1.567 -0.950 -3.2 -1.8 -0.2
C 3.657 -0.467 -0.169 -0.6 2.4 1.2
C 1.250 -0.901 -0.356 -3.6 1.7 1.6
C -0.403 -1.600 1.937 0.8 0.3 -0.6
C -1.503 1.185 -0.517 1.0 -3.6 -1.5
N 1.965 -1.787 -0.895 2.2 -4.0 -3.5
Si -0.560 -1.060 0.175 0.8 4.0 -0.5
S 2.227 0.355 0.374 1.2 2.2 1.0
Cl -1.698 -2.355 -0.752 -0.9 -1.5 -1.2
H 3.777 -2.356 -1.364 1.8 -1.1 -0.9
H 4.606 -0.170 0.119 1.5 0.4 0.5
H -0.990 -2.465 2.056 -1.4 -0.8 0.5
H 0.584 -1.982 2.152 0.7 0.3 -0.2
H -0.601 -0.805 2.608 -0.5 0.5 0.9
H -2.233 1.386 0.238 -0.4 0.4 0.1
H -0.595 1.742 -0.529 0.4 0.7 0.5
H -1.838 1.093 -1.627 0.2 -0.2 2.2

82
Properties=species:S:1:pos:R:3:forces:R:3 method="wB97M-V/def2-TZVPD" charge=+2 gap_ev="1.50 / 1.47" max_force_ev_per_a=5.14 energy_ha=-3209.4369 e_lumo_ev="-10.02 / -10.05"
Ti 0.000 0.000 0.000 -2.6 0.8 4.4
C 1.242 -0.735 -1.697 3.5 -0.2 -0.9
C 2.115 -0.202 -0.754 1.0 -0.8 -2.8
C 2.780 1.161 -0.855 -0.1 0.1 -0.1
C 1.992 2.281 -0.133 -0.1 -0.7 0.4
C 0.489 2.158 -0.255 -0.4 1.6 -2.0
C -0.214 1.764 -1.389 0.6 0.9 -0.1
C 0.412 1.461 -2.740 0.2 0.1 -0.1
C 0.736 -0.039 -2.942 -0.7 0.2 0.4
C -1.670 0.450 1.150 0.4 -0.4 -0.3
H 1.090 -1.812 -1.682 -0.1 0.0 0.2
H 2.561 -0.898 -0.047 -0.3 -0.2 0.4
H 2.932 1.420 -1.906 -0.1 -0.2 0.2
H 3.777 1.097 -0.408 -0.2 -0.1 0.0
H 2.235 2.250 0.935 0.1 0.2 -0.1
H 2.325 3.265 -0.499 -0.2 -0.1 0.0
H -0.076 2.648 0.536 -0.1 -0.3 0.1
H -1.286 1.945 -1.392 -0.1 -0.1 0.1
H 1.313 2.066 -2.873 -0.2 -0.1 0.0
H -0.285 1.772 -3.525 0.1 -0.1 0.2
H -0.176 -0.558 -3.256 0.1 0.0 -0.1
H 1.459 -0.157 -3.764 0.0 -0.1 0.3
H -2.389 -0.376 1.147 -0.1 0.2 0.1
H -2.172 1.361 0.798 0.1 -0.1 0.1
H -1.349 0.611 2.188 0.0 0.0 0.1
P 5.304 7.063 0.326 -0.3 0.9 -0.3
P 7.110 4.474 -0.020 0.9 -0.3 0.4
N 4.195 7.826 -0.786 0.0 -0.1 -0.1
N 5.640 8.324 1.466 0.0 -0.2 -0.1
N 7.019 4.018 -1.689 0.0 -0.1 -0.2
N 8.511 3.602 0.550 -0.1 0.0 -0.1
C 6.840 7.158 -0.705 0.1 0.1 0.1
C 7.880 6.150 -0.198 -0.2 0.0 -0.3
C 3.142 7.101 -1.343 0.3 0.6 -0.2
C 2.613 7.831 -2.381 0.2 -0.1 0.3
C 3.360 9.045 -2.471 0.2 0.0 0.3
C 4.327 9.017 -1.492 -0.5 -0.5 -0.2
C 5.078 8.300 2.743 0.3 0.4 -0.1
C 5.435 9.450 3.400 -0.1 -0.4 -0.2
C 6.242 10.218 2.506 0.0 -0.2 -0.4
C 6.354 9.517 1.331 -0.3 -0.1 0.5
C 6.051 3.113 -2.129 0.6 0.4 -0.3
C 6.260 2.864 -3.461 0.0 0.1 0.3
C 7.394 3.633 -3.867 0.1 0.2 0.2
C 7.844 4.327 -2.772 -0.7 -0.5 0.0
C 9.724 3.362 -0.086 0.1 0.0 0.6
C 10.622 2.918 0.857 -0.3 0.1 -0.2
C 9.953 2.893 2.119 -0.4 0.1 -0.2
C 8.662 3.316 1.906 0.4 -0.1 -0.4
H 7.210 8.188 -0.648 0.1 -0.4 -0.2
H 6.609 6.943 -1.752 -0.3 0.1 0.1
H 8.723 6.051 -0.891 0.0 0.2 0.2
H 8.275 6.490 0.763 0.0 -0.4 0.1
H 2.880 6.135 -0.938 0.0 0.1 0.0
H 1.772 7.541 -2.995 0.1 0.1 0.1
H 3.190 9.859 -3.164 0.0 -0.1 0.1
H 5.085 9.736 -1.223 -0.1 0.0 0.0
H 4.481 7.453 3.049 0.1 0.1 0.0
H 5.159 9.713 4.411 0.0 0.0 -0.1
H 6.698 11.178 2.709 -0.1 -0.1 0.0
H 6.885 9.755 0.422 -0.1 0.1 0.2
H 5.308 2.745 -1.437 0.1 0.0 0.0
H 5.664 2.211 -4.084 0.1 0.1 0.0
H 7.824 3.677 -4.858 -0.1 0.0 0.1
H 8.667 5.019 -2.673 -0.1 -0.1 0.0
H 9.830 3.516 -1.148 0.0 -0.1 0.1
H 11.644 2.620 0.662 -0.1 0.1 0.0
H 10.368 2.581 3.067 -0.1 0.1 -0.1
H 7.828 3.446 2.580 0.1 0.0 0.0
C 0.790 -3.550 0.739 1.2 1.2 0.2
Si -0.679 -2.528 0.211 -2.1 -3.2 -1.0
C -1.322 -3.140 -1.451 0.3 0.8 -0.5
C -2.076 -2.927 1.393 -0.3 1.0 0.4
H 1.622 -3.427 0.020 -0.2 -0.3 0.5
H 0.494 -4.617 0.779 -0.2 0.6 -0.1
H 1.121 -3.222 1.747 0.0 -0.5 -0.5
H -1.633 -4.200 -1.356 0.1 0.5 0.1
H -2.202 -2.531 -1.746 0.4 -0.5 0.0
H -0.564 -3.078 -2.254 -0.5 -0.1 0.2
H -2.237 -4.026 1.397 0.4 0.5 -0.1
H -1.821 -2.593 2.417 -0.5 -0.2 -0.4
H -3.025 -2.459 1.049 0.6 -0.3 0.4